P) Entry from the OMol25 dataset: a cluster of 2 separate species, C4H12 in total (the ωB97M-V functional and the def2-TZVPD basis).

Structure (XYZ):
```
16
Properties=species:S:1:pos:R:3:nbo_charge:R:1
C 1.949 1.156 -0.581 -0.605
C 1.007 2.347 -0.186 -0.614
H 1.728 0.763 -1.599 0.202
H 2.988 1.555 -0.608 0.207
H 1.899 0.364 0.018 0.200
H 0.389 2.594 -0.975 0.203
H 1.555 3.407 -0.102 0.197
H 0.411 2.252 0.748 0.209
C -2.203 -1.659 0.332 -0.599
C -0.812 -1.967 0.547 -0.614
H -2.324 -0.501 0.448 0.198
H -2.422 -1.875 -0.668 0.202
H -3.019 -2.226 0.915 0.207
H -0.344 -1.439 1.377 0.199
H -0.207 -1.760 -0.232 0.205
H -0.596 -3.011 0.566 0.203
```

Results
**Kohn-Sham gap**: 12.50 eV
**HOMO**: -11.403 eV
**SMILES**: CC.CC



Q) Entry from the OMol25 dataset: a cluster of 2 separate species, C4H12 in total (the ωB97M-V functional and the def2-TZVPD basis).

Structure (XYZ):
```
16
Properties=species:S:1:pos:R:3:nbo_charge:R:1
C -1.209 -0.703 -1.137 -0.614
C -2.717 -0.685 -0.875 -0.614
H -0.758 0.268 -0.963 0.204
H -0.619 -1.389 -0.524 0.203
H -0.915 -1.010 -2.143 0.203
H -3.222 -1.335 -1.586 0.206
H -2.945 -1.051 0.125 0.205
H -3.078 0.337 -0.953 0.206
C 1.350 0.452 0.619 -0.607
C 2.565 0.980 1.391 -0.606
H 0.836 -0.302 1.216 0.200
H 0.572 1.180 0.421 0.203
H 1.763 -0.060 -0.246 0.207
H 3.250 0.139 1.525 0.199
H 3.098 1.714 0.787 0.200
H 2.398 1.353 2.398 0.203
```

Results
**Kohn-Sham gap**: 12.74 eV
**HOMO**: -11.618 eV
**SMILES**: CC.CC



R) Entry from the OMol25 dataset: a cluster of 2 separate species, C4H12 in total (the ωB97M-V functional and the def2-TZVPD basis).

Structure (XYZ):
```
16
Properties=species:S:1:pos:R:3:nbo_charge:R:1
C -2.127 -0.096 0.453 -0.605
C -2.203 0.140 1.975 -0.612
H -1.167 -0.385 0.023 0.199
H -2.932 -0.761 0.147 0.202
H -2.302 0.846 -0.078 0.197
H -1.399 0.782 2.284 0.210
H -2.248 -0.839 2.461 0.202
H -3.229 0.452 2.178 0.206
C 2.246 -0.467 -1.789 -0.612
C 2.143 0.427 -0.557 -0.612
H 1.493 -1.253 -1.736 0.207
H 1.894 0.061 -2.690 0.198
H 3.255 -0.788 -2.023 0.208
H 2.850 0.026 0.184 0.201
H 1.140 0.440 -0.150 0.206
H 2.587 1.415 -0.681 0.205
```

Results
**Kohn-Sham gap**: 12.49 eV
**HOMO**: -11.399 eV
**SMILES**: CC.CC



S) Entry from the OMol25 dataset: a cluster of 2 separate species, C4H12 in total (the ωB97M-V functional and the def2-TZVPD basis).

Structure (XYZ):
```
16
Properties=species:S:1:pos:R:3:nbo_charge:R:1
C -2.300 0.950 0.965 -0.609
C -1.200 0.131 1.728 -0.607
H -3.359 0.715 1.180 0.202
H -2.198 1.972 1.311 0.198
H -2.213 0.934 -0.105 0.203
H -1.317 0.286 2.796 0.207
H -0.211 0.438 1.370 0.201
H -1.183 -0.890 1.393 0.203
C 2.331 -0.987 -1.395 -0.637
C 1.086 -0.157 -1.136 -0.608
H 2.323 -0.910 -2.527 0.204
H 3.364 -0.531 -1.315 0.209
H 2.491 -2.038 -0.945 0.217
H 1.211 0.846 -1.524 0.210
H 0.193 -0.656 -1.740 0.206
H 0.981 -0.103 -0.055 0.200
```

Results
**Kohn-Sham gap**: 12.10 eV
**HOMO**: -10.978 eV
**SMILES**: CC.CC



Computed stability ranking, most favorable first: Q), R), S), P)



P) Entry from the OMol25 dataset: a cluster of 2 separate species, C4H12 in total (the ωB97M-V functional and the def2-TZVPD basis).

Structure (XYZ):
```
16
Properties=species:S:1:pos:R:3:nbo_charge:R:1
C -1.203 -1.440 2.039 -0.615
C -0.156 -0.504 1.457 -0.617
H -2.225 -1.059 2.070 0.205
H -1.287 -2.317 1.416 0.203
H -1.014 -1.792 3.047 0.205
H 0.799 -0.586 1.977 0.207
H -0.360 0.565 1.598 0.204
H -0.019 -0.721 0.406 0.208
C 1.405 0.750 -1.687 -0.616
C -0.048 1.230 -1.758 -0.618
H 1.542 -0.316 -1.883 0.202
H 1.985 1.248 -2.452 0.206
H 1.848 0.893 -0.710 0.206
H -0.529 1.375 -0.798 0.210
H -0.617 0.532 -2.376 0.204
H -0.119 2.142 -2.347 0.205
```

Results
**Kohn-Sham gap**: 12.77 eV
**HOMO**: -11.600 eV
**SMILES**: CC.CC



Q) Entry from the OMol25 dataset: a cluster of 2 separate species, C4H12 in total (the ωB97M-V functional and the def2-TZVPD basis).

Structure (XYZ):
```
16
Properties=species:S:1:pos:R:3:nbo_charge:R:1
C 2.130 -0.536 0.104 -0.604
C 2.323 1.002 0.096 -0.623
H 2.029 -0.935 1.038 0.201
H 1.193 -0.716 -0.387 0.203
H 2.941 -1.083 -0.417 0.204
H 2.812 1.231 1.021 0.206
H 1.431 1.491 -0.156 0.207
H 2.969 1.497 -0.604 0.208
C -1.606 0.102 -0.369 -0.610
C -2.825 -0.626 0.170 -0.595
H -1.065 -0.322 -1.226 0.203
H -1.925 1.082 -0.705 0.201
H -0.963 0.235 0.440 0.202
H -3.496 -1.094 -0.518 0.207
H -2.494 -1.250 0.921 0.201
H -3.559 0.215 0.590 0.192
```

Results
**Kohn-Sham gap**: 12.58 eV
**HOMO**: -11.418 eV
**SMILES**: CC.CC



Computed stability ranking, most favorable first: P), Q)